1.
Below is 10 unconnected molecules or ions with the total composition C32H72N8O10, with properties calculated with ωB97M-V/def2-TZVPD.

Last columns: bonded neighbours and bond lengths (Å).
Element x y z (Å)
1 O 3.3987 4.7154 -0.4150  C39 1.238
2 O -3.2267 -2.8408 -0.0700  C45 1.225
3 O -0.6321 1.4407 1.2042  C29 1.188
4 O -3.4991 4.3130 0.8546  C33 1.223
5 O -0.6203 1.4907 5.8882  C30 1.466, C36 1.400
6 O -2.7137 0.1061 -2.4251  C31 1.232
7 O 5.2647 -2.8883 2.5200  C20 1.231
8 O 0.5489 0.5071 -4.2949  C48 1.238
9 O 0.3913 -4.3191 -3.9947  C21 1.415, C23 1.429
10 O 4.7886 -0.2774 -4.1963  C28 1.210
11 N -3.9092 0.3800 -0.4605  C31 1.346, C37 1.418, C42 1.470
12 N 3.1050 -3.5925 2.2363  C20 1.343, C35 1.478, C47 1.466
13 N -1.2605 1.8666 -4.5261  C26 1.418, C48 1.333, C49 1.407
14 N -2.9043 4.3266 3.0915  C27 1.457, C33 1.390, C46 1.493
15 N -0.3814 -0.5157 0.1595  C24 1.453, C25 1.457, C29 1.361
16 N 3.9137 1.3430 -2.8531  C28 1.350, C34 1.436, C50 1.439
17 N 2.3036 4.4494 1.5612  C22 1.414, C32 1.466, C39 1.329
18 N -2.9245 -4.7586 -1.3587  C40 1.436, C41 1.475, C45 1.382
19 C 0.8862 -0.2323 6.5784  C36 1.559, C44 1.577, H89 1.114, H122 1.086
20 C 4.4292 -3.6395 2.0161  O7 1.231, N12 1.343, H54 1.106
21 C 1.4954 -5.0342 -4.5175  O9 1.415, C43 1.571, H67 1.091, H95 1.075
22 C 2.0282 3.5631 2.6285  N17 1.414, H74 1.085, H84 1.115, H100 1.099
23 C 0.7992 -2.9528 -4.0890  O9 1.429, C38 1.523, H113 1.099, H120 1.096
24 C 0.1670 -1.1623 -1.0200  N15 1.453, H82 1.112, H97 1.075, H106 1.097
25 C -1.0313 -1.2789 1.2170  N15 1.457, H58 1.082, H59 1.107, H75 1.104
26 C -0.7476 2.7514 -3.5440  N13 1.418, H56 1.058, H102 1.062, H110 1.122
27 C -3.2478 3.7640 4.3909  N14 1.457, H90 1.095, H114 1.102, H121 1.081
28 C 3.8621 0.4044 -3.8215  O10 1.210, N16 1.350, H65 1.133
29 C -0.1967 0.8268 0.2851  O3 1.188, N15 1.361, H72 1.144
30 C 0.2396 1.2418 4.7270  O5 1.466, C44 1.523, H51 1.098, H52 1.072
31 C -3.5259 -0.2662 -1.5772  O6 1.232, N11 1.346, H71 1.116
32 C 1.2699 5.4369 1.2360  N17 1.466, H68 1.073, H98 1.086, H116 1.059
33 C -3.7764 4.1178 2.0296  O4 1.223, N14 1.390, H83 1.106
34 C 5.2325 1.6106 -2.3508  N16 1.436, H61 1.159, H86 1.081, H107 1.113
35 C 2.4688 -2.4781 2.9703  N12 1.478, H53 1.111, H88 1.091, H117 1.073
36 C 0.0659 1.0194 7.0139  O5 1.400, C19 1.559, H79 1.087, H115 1.080
37 C -4.8337 -0.0783 0.5129  N11 1.418, H92 1.105, H99 1.149, H108 1.094
38 C 2.2642 -2.8861 -3.6777  C23 1.523, C43 1.552, H70 1.088, H109 1.104
39 C 3.2890 4.2011 0.7053  O1 1.238, N17 1.329, H96 1.091
40 C -3.2089 -6.1649 -1.4064  N18 1.436, H63 1.077, H94 1.103, H101 1.076
41 C -2.6308 -3.9453 -2.5540  N18 1.475, H55 1.048, H66 1.119, H119 1.100
42 C -3.4614 1.7715 -0.3043  N11 1.470, H80 1.083, H81 1.081, H85 1.090
43 C 2.6867 -4.3786 -3.7309  C21 1.571, C38 1.552, H73 1.070, H104 1.075
44 C 0.8885 -0.1070 5.0062  C19 1.577, C30 1.523, H76 1.082, H111 1.096
45 C -3.2351 -4.0579 -0.2082  O2 1.225, N18 1.382, H118 1.127
46 C -1.5076 4.7300 2.7522  N14 1.493, H57 1.109, H62 1.121, H69 1.115
47 C 2.1655 -4.5156 1.5935  N12 1.466, H87 1.060, H91 1.094, H93 1.056
48 C -0.5150 0.8108 -4.8505  O8 1.238, N13 1.333, H103 1.086
49 C -2.5929 2.0417 -4.9419  N13 1.407, H60 1.100, H64 1.085, H112 1.105
50 C 2.8059 2.0739 -2.2972  N16 1.439, H77 1.113, H78 1.085, H105 1.089
51 H 0.9955 2.0346 4.6458  C30 1.098
52 H -0.4383 1.2233 3.8963  C30 1.072
53 H 3.2082 -2.1553 3.7338  C35 1.111
54 H 4.6975 -4.4334 1.2944  C20 1.106
55 H -2.2968 -2.9886 -2.2857  C41 1.048
56 H -1.1843 3.7036 -3.6896  C26 1.058
57 H -1.5697 5.6553 2.1436  C46 1.109
58 H -1.9384 -1.7110 0.8166  C25 1.082
59 H -0.4118 -2.1261 1.5677  C25 1.107
60 H -2.7301 3.0817 -5.2734  C49 1.100
61 H 5.3157 1.3599 -1.2221  C34 1.159
62 H -0.9878 3.9581 2.1271  C46 1.121
63 H -4.2775 -6.2733 -1.4907  C40 1.077
64 H -2.8034 1.3935 -5.7861  C49 1.085
65 H 2.8289 0.2950 -4.2734  C28 1.133
66 H -3.5276 -3.7974 -3.2069  C41 1.119
67 H 1.5887 -4.8737 -5.5930  C21 1.091
68 H 0.4494 5.0004 0.7004  C32 1.073
69 H -0.9515 4.9757 3.6868  C46 1.115
70 H 2.8949 -2.3869 -4.4102  C38 1.088
71 H -4.0577 -1.2428 -1.6754  C31 1.116
72 H 0.4188 1.2416 -0.5857  C29 1.144
73 H 3.6066 -4.5198 -4.2590  C43 1.070
74 H 2.8557 2.8690 2.7346  C22 1.085
75 H -1.2399 -0.5673 2.0348  C25 1.104
76 H 1.8538 -0.0925 4.5166  C44 1.082
77 H 1.9384 1.7781 -2.9289  C50 1.113
78 H 2.7192 1.8511 -1.2386  C50 1.085
79 H 0.7761 1.7390 7.4132  C36 1.087
80 H -3.0238 2.0790 -1.2465  C42 1.083
81 H -2.6977 1.8552 0.4561  C42 1.081
82 H 0.8945 -1.9434 -0.7075  C24 1.112
83 H -4.7602 3.7954 2.4192  C33 1.106
84 H 2.0437 4.1068 3.6021  C22 1.115
85 H -4.3827 2.3229 -0.1156  C42 1.090
86 H 5.9270 1.0107 -2.9216  C34 1.081
87 H 1.5345 -4.8977 2.3544  C47 1.060
88 H 2.1957 -1.6425 2.3239  C35 1.091
89 H 0.4434 -1.2077 6.8851  C19 1.114
90 H -4.3102 3.5017 4.3622  C27 1.095
91 H 1.5567 -4.0684 0.8028  C47 1.094
92 H -5.8408 0.3577 0.3808  C37 1.105
93 H 2.6694 -5.3250 1.1388  C47 1.056
94 H -2.6765 -6.5307 -2.3003  C40 1.103
95 H 1.4130 -6.0819 -4.2932  C21 1.075
96 H 4.0668 3.5587 1.1196  C39 1.091
97 H -0.5965 -1.7215 -1.5306  C24 1.075
98 H 1.6889 6.1072 0.4911  C32 1.086
99 H -4.3619 0.1967 1.5239  C37 1.149
100 H 1.0690 3.0535 2.4593  C22 1.099
101 H -2.8374 -6.6419 -0.5169  C40 1.076
102 H 0.3127 2.8032 -3.5647  C26 1.062
103 H -0.9886 0.2558 -5.6550  C48 1.086
104 H 2.8363 -4.8410 -2.7719  C43 1.075
105 H 3.0233 3.1382 -2.3710  C50 1.089
106 H 0.4660 -0.3764 -1.7237  C24 1.097
107 H 5.4684 2.6982 -2.3697  C34 1.113
108 H -4.9075 -1.1695 0.5382  C37 1.094
109 H 2.4265 -2.5092 -2.6524  C38 1.104
110 H -1.0211 2.3717 -2.5239  C26 1.122
111 H 0.2985 -0.9445 4.6164  C44 1.096
112 H -3.2946 1.8390 -4.1128  C49 1.105
113 H 0.7221 -2.6671 -5.1472  C23 1.099
114 H -3.0684 4.4837 5.2060  C27 1.102
115 H -0.6951 0.8561 7.7623  C36 1.080
116 H 0.9365 5.9526 2.0991  C32 1.059
117 H 1.5920 -2.8386 3.4727  C35 1.073
118 H -3.4106 -4.7338 0.6758  C45 1.127
119 H -1.9063 -4.5026 -3.1652  C41 1.100
120 H 0.0416 -2.3662 -3.5578  C23 1.096
121 H -2.6708 2.8668 4.5663  C27 1.081
122 H 1.9163 -0.1265 6.9055  C19 1.086

2S+1	1
orbital gap	8.86	eV
charge	0
energy above the lowest of the compared OMol25 structures with the same formula, charge and spin	88.0	kcal per mole
SMILES	CN(C)C=O.CN(C)C=O.CN(C)C=O.CN(C)C=O.CN(C)C=O.CN(C)C=O.CN(C)C=O.CN(C)C=O.C1CCOC1.C1CCOC1
E_HOMO	-8.6	eV
DFT total energy	-66745.9335	eV

Atomic partial charges in e from the Löwdin method, atoms 1 to 5: atom 1 (O): -0.017, atom 2 (O): -0.043, atom 3 (O): -0.008, atom 4 (O): -0.005, atom 5 (O): -0.156

2.
Below is C6H8 in the gas phase, with properties calculated with ωB97M-V/def2-TZVPD.

Last columns: bonded neighbours and bond lengths (Å).
Element x y z (Å)
1 C -1.4952 -0.7087 0.0471  C4 1.484, C6 1.508, H7 1.151, H8 1.113
2 C -0.1783 1.1515 0.0021  C3 1.464, C6 1.319, H9 1.101
3 C 0.7034 -0.0174 -0.0263  C2 1.464, C4 1.348, C5 1.491
4 C -0.0718 -1.1203 -0.0429  C1 1.484, C3 1.348, H13 1.099
5 C 2.1933 0.0287 -0.0049  C3 1.491, H11 1.178, H12 1.182, H14 1.253
6 C -1.4477 0.7960 -0.0456  C1 1.508, C2 1.319, H10 1.067
7 H -1.9356 -1.0635 1.0499  C1 1.151
8 H -2.1014 -1.1748 -0.7620  C1 1.113
9 H 0.1240 2.2021 0.1324  C2 1.101
10 H -2.3357 1.3861 -0.0803  C6 1.067
11 H 2.5507 -1.0319 -0.3724  C5 1.178
12 H 2.6119 0.9392 -0.6319  C5 1.182
13 H 0.3115 -2.1487 -0.1065  C4 1.099
14 H 2.5523 0.1126 1.1932  C5 1.253

2S+1	1
orbital gap	9.50	eV
charge	0
energy above the lowest of the compared OMol25 structures with the same formula, charge and spin	16.6	kcal per mole
SMILES	CC1=CCC=C1
E_HOMO	-8.4	eV
DFT total energy	-6350.0623	eV

Atomic partial charges in e from the Löwdin method, atoms 1 to 5: atom 1 (C): -0.206, atom 2 (C): -0.082, atom 3 (C): -0.355, atom 4 (C): -0.083, atom 5 (C): -0.092

3.
Below is 5 unconnected molecules or ions with the total composition C28H56BrFN4O11S, with properties calculated with ωB97M-V/def2-TZVPD.

Last columns: bonded neighbours and bond lengths (Å).
Element x y z (Å)
1 Br -1.5821 -0.1004 -1.3166  C21 2.042
2 S -5.5185 -1.4779 -0.4534  O10 1.548, O11 1.562, O14 1.711, C24 1.899
3 F -7.4267 0.5965 4.0529  C35 1.498
4 O 0.8916 2.8485 0.6507  C31 1.420, C45 1.430
5 O 6.2964 -0.9035 -1.5630  C19 1.420, C39 1.430
6 O -7.0098 3.4531 -2.0598  C23 1.334
7 O -8.0631 2.2110 0.5056  C33 1.333
8 O -0.9401 -0.7075 2.9099  C37 1.430, C44 1.420
9 O -6.7556 4.2106 0.3203  C23 1.468, C33 1.501
10 O -4.7726 -2.5095 0.4278  S2 1.548
11 O -6.6590 -2.2264 -1.2147  S2 1.562
12 O 1.2127 -4.3734 -0.7221  C27 1.420, C32 1.430
13 O -7.1364 -1.7209 3.2164  C35 1.360
14 O -6.2198 -0.1761 0.4069  S2 1.711, C38 1.466
15 N 5.5496 1.7884 -0.8764  C40 1.469, H52 1.025, H97 1.021
16 N 3.0392 -5.2643 -2.7581  C41 1.469, H63 1.021, H98 1.025
17 N 2.9774 4.3473 1.9462  C36 1.469, H84 1.021, H91 1.025
18 N 0.4936 -3.1986 2.7923  C20 1.469, H79 1.021, H101 1.025
19 C 5.3920 -1.5740 -2.4279  O5 1.420, H47 1.094, H53 1.094, H95 1.091
20 C 1.1789 -1.9485 2.4360  N18 1.469, C26 1.527, C37 1.547, H81 1.097
21 C -3.5211 0.4559 -1.0014  Br1 2.042, C24 1.637, C25 1.631, C46 1.674
22 C -5.1709 -0.1757 2.6754  C35 1.637, C38 1.675, H48 1.175, H76 1.186
23 C -6.5961 4.3214 -1.1349  O6 1.334, O9 1.468, C28 1.671
24 C -4.4218 -0.6703 -1.7766  S2 1.899, C21 1.637, H56 1.189, H75 1.176
25 C -3.6934 0.5172 0.6191  C21 1.631, C38 1.638, H70 1.188, H93 1.193
26 C 2.0922 -1.5364 3.5883  C20 1.527, H61 1.093, H68 1.096, H69 1.095
27 C 0.0219 -5.1383 -0.6092  O12 1.420, H57 1.091, H80 1.094, H85 1.094
28 C -5.8402 5.7061 -1.6853  C23 1.671, H58 1.176, H59 1.188, H73 1.185
29 C 5.0811 1.5443 -3.2583  C40 1.527, H67 1.093, H74 1.095, H88 1.096
30 C 3.2934 4.6824 -0.4497  C36 1.527, H50 1.093, H62 1.095, H82 1.096
31 C 0.2720 3.5070 -0.4439  O4 1.420, H54 1.091, H65 1.094, H72 1.094
32 C 2.4025 -5.0761 -0.3540  O12 1.430, C41 1.547, H77 1.097, H86 1.097
33 C -6.8780 2.7748 0.7406  O7 1.333, O9 1.501, C34 1.626
34 C -5.5841 2.1373 1.4912  C33 1.626, C38 1.627, H64 1.191, H89 1.190
35 C -6.6484 -0.4556 3.3232  F3 1.498, O13 1.360, C22 1.637
36 C 3.2585 3.6559 0.6803  N17 1.469, C30 1.527, C45 1.547, H60 1.097
37 C 0.1734 -0.8476 2.0236  O8 1.430, C20 1.547, H71 1.097, H87 1.097
38 C -5.2303 0.5794 1.1816  O14 1.466, C22 1.675, C25 1.638, C34 1.627
39 C 6.9787 0.2005 -2.1637  O5 1.430, C40 1.547, H99 1.097, H102 1.097
40 C 6.1648 1.5159 -2.1828  N15 1.469, C29 1.527, C39 1.547, H94 1.097
41 C 2.9819 -5.9739 -1.4726  N16 1.469, C32 1.547, C43 1.527, H66 1.097
42 C -3.6866 3.1718 -2.4558  C46 1.426, H92 1.172
43 C 2.2157 -7.2814 -1.6602  C41 1.527, H51 1.095, H83 1.093, H96 1.096
44 C -0.6773 0.0813 4.0607  O8 1.420, H55 1.091, H78 1.094, H90 1.094
45 C 2.2611 2.5000 0.4312  O4 1.430, C36 1.547, H49 1.097, H100 1.097
46 C -3.6931 1.9787 -1.6743  C21 1.674, C42 1.426
47 H 5.7466 -1.5941 -3.4626  C19 1.094
48 H -4.5405 -1.1675 2.6535  C22 1.175
49 H 2.4812 1.7055 1.1544  C45 1.097
50 H 2.4257 5.3466 -0.4435  C30 1.093
51 H 2.0145 -7.7603 -0.6963  C43 1.095
52 H 5.0351 0.9460 -0.6008  N15 1.025
53 H 5.2921 -2.6053 -2.0771  C19 1.094
54 H 0.4150 4.5853 -0.3613  C31 1.091
55 H -0.2938 -0.5474 4.8654  C44 1.091
56 H -3.7072 -1.4928 -2.2531  C24 1.189
57 H -0.1705 -5.6707 -1.5417  C27 1.091
58 H -6.4145 6.6776 -1.3529  C28 1.176
59 H -4.7187 5.7842 -1.3006  C28 1.188
60 H 4.2609 3.2150 0.7456  C36 1.097
61 H 1.5840 -1.5508 4.5556  C26 1.093
62 H 3.3415 4.1897 -1.4263  C30 1.095
63 H 3.6271 -4.4372 -2.6483  N16 1.021
64 H -5.7511 2.2806 2.6618  C34 1.191
65 H -0.8033 3.3139 -0.3886  C31 1.094
66 H 4.0057 -6.2398 -1.1816  C41 1.097
67 H 4.2112 0.9368 -2.9970  C29 1.093
68 H 2.9398 -2.2276 3.6654  C26 1.096
69 H 2.4972 -0.5317 3.4283  C26 1.095
70 H -3.0131 1.3927 1.0461  C25 1.188
71 H -0.2561 -1.1315 1.0552  C37 1.097
72 H 0.6391 3.1425 -1.4079  C31 1.094
73 H -5.8597 5.6998 -2.8700  C28 1.185
74 H 5.4713 1.1903 -4.2182  C29 1.095
75 H -5.0316 -0.2078 -2.6692  C24 1.176
76 H -4.5960 0.5632 3.4037  C22 1.186
77 H 2.2512 -5.6373 0.5759  C32 1.097
78 H -1.6256 0.5072 4.4011  C44 1.094
79 H -0.0456 -3.5164 1.9860  N18 1.021
80 H 0.0564 -5.8360 0.2327  C27 1.094
81 H 1.8227 -2.1451 1.5697  C20 1.097
82 H 4.1807 5.3195 -0.3551  C30 1.096
83 H 1.2640 -7.1422 -2.1788  C43 1.093
84 H 3.0435 3.6719 2.7086  N17 1.021
85 H -0.8097 -4.4457 -0.4497  C27 1.094
86 H 3.1440 -4.3000 -0.1291  C32 1.097
87 H 0.6720 0.1168 1.8695  C37 1.097
88 H 4.7195 2.5691 -3.4044  C29 1.096
89 H -4.6487 2.8234 1.2242  C34 1.190
90 H 0.0143 0.9025 3.8505  C44 1.094
91 H 1.9852 4.6041 1.9388  N17 1.025
92 H -3.9921 4.1262 -3.0641  C42 1.172
93 H -3.2201 -0.4865 1.0582  C25 1.193
94 H 6.8642 2.3304 -2.4091  C40 1.097
95 H 4.4057 -1.1118 -2.3688  C19 1.091
96 H 2.8053 -7.9826 -2.2627  C43 1.096
97 H 6.2886 1.8568 -0.1756  N15 1.021
98 H 2.1075 -4.8748 -2.9324  N16 1.025
99 H 7.8695 0.3663 -1.5459  C39 1.097
100 H 2.3957 2.0584 -0.5634  C45 1.097
101 H -0.2252 -2.9649 3.4844  N18 1.025
102 H 7.3414 -0.0639 -3.1642  C39 1.097

2S+1	1
orbital gap	8.50	eV
charge	0
SMILES	C#C[C@@]1(Br)C[C@@](CC(=O)F)(CC(=O)OC(C)=O)OS(=O)(=O)C1.COC[C@@H](C)N.COC[C@@H](C)N.COC[C@@H](C)N.COC[C@@H](C)N
E_HOMO	-9.4	eV
DFT total energy	-142006.9323	eV

Atomic partial charges in e from the Löwdin method, atoms 1 to 5: atom 1 (Br): 0.726, atom 2 (S): 0.847, atom 3 (F): -0.031, atom 4 (O): -0.211, atom 5 (O): -0.192

4.
Below is C2H4OS in the gas phase, with properties calculated with ωB97M-V/def2-TZVPD.

Last columns: bonded neighbours and bond lengths (Å).
Element x y z (Å)
1 S -1.2404 0.6789 -0.0361  O2 1.686, C3 1.844
2 O -2.3989 -0.5010 0.2956  S1 1.686, H8 1.022
3 C 0.4159 -0.1214 -0.1705  S1 1.844, C4 1.371, H7 1.075
4 C 1.5342 0.5762 0.2060  C3 1.371, H5 1.112, H6 1.077
5 H 1.5147 1.4798 0.8544  C4 1.112
6 H 2.3629 -0.0880 0.0250  C4 1.077
7 H 0.5299 -1.1026 -0.5956  C3 1.075
8 H -2.7184 -0.9219 -0.5788  O2 1.022

2S+1	3
orbital gap (spin up / spin down)	5.74 / 7.65	eV
charge	0
energy above the lowest of the compared OMol25 structures with the same formula, charge and spin	42.6	kcal per mole
E_HOMO (spin up / spin down)	-5.3 / -10.0	eV
⟨S²⟩	2.007
DFT total energy	-15016.0008	eV

Atomic partial charges in e from the Löwdin method, atoms 1 to 5: atom 1 (S): 0.897, atom 2 (O): -0.505, atom 3 (C): -0.486, atom 4 (C): -0.130, atom 5 (H): 0.063